{
  "formula": "C42H110N8O13",
  "method": "the ωB97M-V functional and the def2-TZVPD basis",
  "e_homo_ha": -0.305,
  "smiles": "COC[C@H](C)N.COC[C@H](C)N.COC[C@H](C)N.COC[C@H](C)N.COCCNCCOC.COCCNCCOC.COCCNCCOC.COCCNCCOC.CCO",
  "relative_energy_kj_mol": 87.82,
  "orbital_gap_ev": 8.89,
  "elements": ["C", "O", "C", "C", "C", "N", "H", "H", "H", "H", "H", "H", "H", "H", "H", "H", "H", "C", "O", "C", "C", "C", "N", "H", "H", "H", "H", "H", "H", "H", "H", "H", "H", "H", "C", "O", "C", "C", "C", "N", "H", "H", "H", "H", "H", "H", "H", "H", "H", "H", "H", "C", "O", "C", "C", "C", "N", "H", "H", "H", "H", "H", "H", "H", "H", "H", "H", "H", "C", "O", "C", "C", "N", "C", "C", "O", "C", "H", "H", "H", "H", "H", "H", "H", "H", "H", "H", "H", "H", "H", "H", "H", "C", "O", "C", "C", "N", "C", "C", "O", "C", "H", "H", "H", "H", "H", "H", "H", "H", "H", "H", "H", "H", "H", "H", "H", "C", "O", "C", "C", "N", "C", "C", "O", "C", "H", "H", "H", "H", "H", "H", "H", "H", "H", "H", "H", "H", "H", "H", "H", "C", "O", "C", "C", "N", "C", "C", "O", "C", "H", "H", "H", "H", "H", "H", "H", "H", "H", "H", "H", "H", "H", "H", "H", "C", "C", "O", "H", "H", "H", "H", "H", "H"],
  "positions_angstrom": [[3.5002, 2.8641, -0.8111], [4.6309, 3.5959, -1.2187], [5.0550, 4.5643, -0.2796], [6.4428, 4.9925, -0.7241], [7.4291, 3.8389, -1.0745], [7.0690, 5.9064, 0.2374], [3.7861, 2.1974, 0.0078], [3.1484, 2.2053, -1.6062], [2.6312, 3.4819, -0.5622], [4.3374, 5.3865, -0.2932], [5.1532, 4.1416, 0.7300], [6.3294, 5.5169, -1.6781], [7.2502, 3.0240, -0.3656], [8.4613, 4.1175, -0.8462], [7.4618, 3.6360, -2.1433], [7.8366, 6.4338, -0.1465], [7.4218, 5.3463, 1.0052], [-1.6042, -2.5673, -4.4505], [-0.7333, -3.0772, -3.4638], [-1.2602, -4.1763, -2.7374], [-2.6276, -3.9916, -2.1020], [-2.5403, -2.7281, -1.2157], [-2.9316, -5.1769, -1.2874], [-2.3641, -1.8662, -4.0919], [-2.1156, -3.3847, -4.9664], [-1.0178, -1.9912, -5.1650], [-1.3854, -5.0145, -3.4489], [-0.4697, -4.5108, -2.0638], [-3.3613, -3.8729, -2.8987], [-2.6724, -1.7683, -1.7156], [-1.5009, -2.6061, -0.9025], [-3.2564, -2.9538, -0.4270], [-2.1003, -5.3409, -0.7031], [-2.7953, -6.0264, -1.8430], [-6.4319, -0.9253, 0.9777], [-5.1228, -0.6772, 1.4466], [-4.5834, -1.7845, 2.1493], [-3.1337, -1.5222, 2.4935], [-2.5514, -2.7290, 3.2289], [-2.9394, -0.3612, 3.3586], [-6.3468, -1.5630, 0.0893], [-6.8491, -0.0306, 0.5139], [-7.1524, -1.3293, 1.6878], [-5.2404, -1.8900, 3.0234], [-4.6073, -2.6559, 1.4798], [-2.5506, -1.4306, 1.5733], [-2.5859, -3.6002, 2.5665], [-3.0760, -2.9413, 4.1630], [-1.4923, -2.6354, 3.4631], [-3.2358, 0.4785, 2.8707], [-3.5430, -0.4709, 4.1677], [1.3853, -3.0048, 3.9526], [0.8081, -3.7850, 2.9175], [1.3429, -5.0899, 2.9085], [0.5910, -5.9896, 1.9148], [1.1216, -7.4329, 1.8881], [0.4756, -5.4986, 0.5286], [0.6713, -2.7697, 4.7567], [1.5512, -1.9855, 3.5886], [2.2363, -3.5318, 4.3804], [2.3834, -5.1122, 2.5617], [1.2895, -5.6420, 3.8512], [-0.4273, -6.0406, 2.3172], [2.1819, -7.3430, 2.1551], [1.0870, -7.8315, 0.8782], [0.5792, -8.0536, 2.5952], [0.4048, -4.4794, 0.6044], [1.4032, -5.5516, 0.0921], [1.4425, 5.8738, 5.0377], [2.3649, 4.8342, 4.8023], [1.7661, 3.6275, 4.3859], [3.0057, 2.7952, 3.9270], [2.6793, 1.3786, 3.6872], [3.8174, 0.4945, 3.9480], [5.1413, 0.8470, 3.2657], [6.0809, -0.1936, 3.5783], [6.7638, -0.6051, 2.4157], [0.6184, 5.9032, 4.3194], [1.9852, 6.8144, 5.1044], [0.9575, 5.7332, 6.0153], [1.2048, 3.7436, 3.4480], [1.0906, 3.1651, 5.1082], [3.7676, 2.8950, 4.6999], [3.4155, 3.2226, 3.0088], [2.5239, 1.2609, 2.6876], [3.5632, -0.5412, 3.7054], [3.9207, 0.4700, 5.0386], [5.5014, 1.7740, 3.7201], [5.0406, 0.9328, 2.1835], [7.3589, -1.5057, 2.6041], [7.5507, 0.1002, 2.1254], [6.0895, -0.8615, 1.5969], [-2.4568, 1.6240, -0.5821], [-3.5747, 2.4465, -0.8195], [-4.4727, 2.6690, 0.2503], [-5.6593, 3.5003, -0.2279], [-6.5984, 2.6894, -0.9825], [-7.9112, 3.1796, -1.3956], [-8.8738, 3.2083, -0.2133], [-8.9529, 1.9438, 0.3694], [-9.8972, 1.7908, 1.4124], [-1.9755, 1.3325, -1.5172], [-2.7318, 0.6407, -0.1813], [-1.7631, 2.2004, 0.0318], [-3.9643, 3.1649, 1.0824], [-4.8109, 1.6713, 0.5582], [-5.1713, 4.2075, -0.9046], [-6.1476, 3.9160, 0.6612], [-6.7304, 1.8200, -0.4858], [-8.2199, 2.4933, -2.1849], [-7.9353, 4.1701, -1.8538], [-9.8229, 3.5317, -0.6775], [-8.6489, 3.9886, 0.5237], [-9.5536, 2.4131, 2.2453], [-9.9173, 0.7652, 1.7684], [-10.8912, 2.1157, 1.1021], [0.3813, 3.1318, -2.4620], [-0.4280, 4.2232, -2.1305], [-0.0664, 5.4368, -2.8024], [-1.0713, 6.5133, -2.4462], [-2.4654, 6.1456, -2.6856], [-2.7899, 6.2231, -4.1197], [-4.1663, 5.6381, -4.4511], [-3.9893, 4.2963, -4.9214], [-3.9935, 3.3569, -3.8646], [0.4770, 2.4446, -1.6229], [1.3977, 3.2863, -2.8477], [-0.0585, 2.5882, -3.3109], [-0.0513, 5.2664, -3.8863], [0.9612, 5.6217, -2.4725], [-0.7893, 7.4062, -3.0094], [-0.9158, 6.7831, -1.3989], [-2.5510, 5.1841, -2.3651], [-2.1445, 5.6468, -4.7884], [-2.7943, 7.2953, -4.3289], [-4.8052, 6.2371, -5.1026], [-4.8148, 5.6661, -3.5635], [-4.1698, 2.4009, -4.3606], [-4.7789, 3.4737, -3.1117], [-3.0450, 3.3667, -3.3166], [5.4811, -2.4888, -0.9112], [4.4437, -2.7539, 0.0097], [4.5820, -3.8692, 0.8708], [4.5604, -5.1795, 0.0649], [3.4255, -5.4469, -0.8133], [3.4923, -6.6920, -1.5699], [2.4993, -6.4907, -2.7368], [3.0987, -5.5312, -3.5949], [2.2941, -5.2948, -4.7379], [5.7000, -3.2748, -1.6409], [6.3154, -2.1106, -0.3151], [5.1497, -1.7015, -1.5949], [3.6681, -3.8825, 1.4590], [5.5180, -3.9189, 1.4279], [4.6845, -6.0504, 0.7208], [5.5103, -5.2768, -0.4877], [3.3992, -4.7197, -1.5224], [3.1022, -7.5707, -1.0446], [4.4535, -7.0372, -1.9636], [1.5101, -6.1738, -2.3976], [2.3882, -7.4508, -3.2540], [2.8317, -4.5564, -5.3281], [1.3243, -4.8399, -4.4997], [2.0503, -6.2012, -5.2973], [0.7950, -0.7934, -0.3781], [1.6496, -0.9137, 0.8753], [2.9368, -0.3322, 0.7223], [-0.2806, -0.8141, -0.1770], [0.9376, -1.6173, -1.0890], [0.9231, 0.0702, -1.0370], [1.7210, -1.9679, 1.1473], [1.1468, -0.3128, 1.6384], [3.5398, -1.0667, 0.5391]],
  "atomic_forces_ev_per_a": [[0.02, -0.51, 0.13], [-0.23, -0.10, -0.30], [0.55, -0.54, -0.30], [1.56, 0.61, -1.15], [-0.09, 0.33, 0.83], [-1.06, -0.10, 0.51], [-0.31, 0.12, 0.30], [0.39, 0.12, -0.26], [0.19, 0.24, 0.30], [0.17, 0.24, 0.33], [-0.32, -0.08, 0.09], [-0.19, 0.35, 0.21], [-0.18, -0.55, -0.73], [-0.10, 0.51, 0.07], [-0.54, -0.78, 0.18], [0.07, -0.12, -0.22], [0.11, 0.21, 0.11], [0.01, 0.04, -0.29], [-0.14, 0.41, 0.36], [0.02, -0.85, -1.74], [1.27, 0.82, 0.25], [0.06, -0.72, -0.31], [0.87, -0.55, 0.14], [-0.04, -0.17, 0.43], [0.00, -0.02, -0.17], [0.20, -0.20, -0.04], [0.14, -0.05, -0.10], [-0.22, 0.33, 0.47], [-0.23, -0.10, 0.16], [-0.79, -0.20, -0.20], [-0.13, -0.46, 0.74], [0.18, 0.81, 0.38], [-0.33, 0.59, 0.50], [-0.72, 0.28, -0.47], [0.40, 0.12, -1.61], [-0.25, 0.54, 0.13], [-0.30, 0.27, -0.78], [0.41, -0.36, 1.12], [0.10, -0.57, -0.47], [0.07, 0.31, -0.46], [-0.21, -0.63, 0.29], [0.09, 0.39, 0.61], [0.24, -0.08, 0.34], [0.42, -0.62, 0.21], [-0.31, -0.22, 0.32], [-0.16, 0.41, -0.05], [-0.28, -0.14, 0.21], [-0.14, -0.03, -0.07], [-0.05, 0.46, -0.02], [-0.09, 0.00, 0.12], [0.05, 0.13, 0.03], [-0.84, 0.81, 0.33], [0.21, -0.54, 0.27], [-0.04, -1.19, -1.37], [-1.40, -0.23, -0.20], [0.74, 1.17, 0.31], [0.74, 1.04, 0.34], [-0.13, -0.74, 0.03], [0.78, -0.32, -0.29], [0.30, 0.49, -0.05], [0.28, 0.37, 0.28], [-0.02, 0.48, 0.43], [-0.13, 0.13, -0.19], [0.01, -0.58, 0.12], [-0.28, -0.12, 0.01], [0.21, -0.22, -0.03], [-0.51, -0.07, -0.06], [-0.01, -0.39, 0.01], [-0.31, -0.21, 0.93], [-0.60, 0.37, -0.12], [1.50, -0.42, -1.61], [-0.92, -0.50, 0.56], [0.55, -0.15, -0.67], [-0.31, -0.32, 0.65], [-0.06, -0.32, 1.11], [-0.14, -0.01, -0.65], [0.98, -0.58, 0.31], [0.30, 0.12, -0.36], [-0.01, 0.01, -0.33], [0.03, -0.05, 0.01], [-0.41, 0.45, 0.21], [0.39, -0.14, 0.33], [0.00, -0.15, 0.11], [-0.04, 0.45, 0.13], [-0.38, 0.16, 0.08], [-0.15, 0.13, -0.34], [0.50, 0.12, -0.05], [0.20, 0.15, -0.42], [-0.21, 0.18, -0.02], [-0.38, -0.12, 0.47], [-0.42, 0.43, -0.33], [-0.11, 0.32, -0.13], [-0.34, -0.06, 0.13], [-0.18, 0.35, -1.11], [0.01, -1.08, -0.16], [0.24, -0.50, -0.21], [0.67, -0.23, -0.75], [0.76, -0.32, 1.08], [-1.08, 0.67, -1.01], [0.00, -1.00, -0.17], [0.59, 0.92, 0.12], [-0.08, 0.66, -0.27], [-0.12, 0.22, 0.68], [0.35, -0.48, 0.27], [0.02, 0.07, 0.09], [-0.12, 0.10, 0.51], [-0.54, 0.66, 0.28], [0.29, 0.62, -0.05], [-0.14, -0.08, -0.10], [-0.51, -0.06, 0.20], [0.57, 0.10, 0.11], [-0.32, -0.28, 0.41], [0.39, -0.08, 0.07], [-0.31, 0.07, 0.21], [0.08, -0.15, -0.33], [-0.12, -0.07, -0.03], [-0.06, -1.12, -1.06], [0.14, 0.45, 0.16], [0.22, -1.02, 0.01], [0.50, 0.15, 0.41], [0.48, -0.28, -0.36], [-1.04, 0.37, 0.25], [-0.17, -0.28, 0.95], [-1.06, 0.95, 0.24], [0.15, -0.52, -0.19], [-0.22, 0.11, 0.15], [0.01, 0.97, 0.46], [-0.31, -0.17, 0.17], [-0.01, -0.06, -0.02], [-0.04, 0.69, -0.18], [-0.26, 0.06, -0.12], [-0.25, -0.12, 0.10], [-0.18, 0.04, 0.05], [0.51, 0.39, 0.03], [0.28, -0.07, -0.43], [0.70, -0.18, -0.90], [0.35, -0.40, 0.33], [0.29, -0.15, 0.29], [-0.19, 0.33, -0.24], [0.06, -0.23, -0.11], [-0.07, 0.63, -0.20], [-0.56, 0.23, -0.08], [-0.79, -1.52, -1.61], [1.07, -1.17, -0.24], [0.53, 0.45, 0.29], [-1.76, -0.22, -0.57], [1.37, -0.57, 0.06], [-0.77, -0.28, -0.20], [-0.20, 0.68, 0.11], [0.29, -0.51, 0.70], [0.52, -0.33, -0.56], [-0.21, 0.30, 0.52], [0.26, 0.40, 0.53], [-0.05, 0.57, 0.36], [-0.41, 0.27, 0.49], [0.01, 0.39, -0.27], [-0.08, 0.17, 0.14], [0.02, 0.29, 0.64], [0.30, 0.60, -0.05], [0.01, 0.16, 0.18], [-0.07, 0.03, -0.18], [0.04, -0.25, -0.30], [0.05, 0.04, 0.38], [0.45, -0.15, -0.09], [-0.60, -0.63, -1.31], [-0.58, 0.99, -0.50], [0.31, -0.31, 0.00], [0.07, -0.02, 0.41], [0.22, -0.18, 0.24], [0.45, 0.40, 0.64], [-0.07, 0.09, 0.32], [0.05, -0.41, 0.34], [0.14, 0.05, -0.12]],
  "mulliken_charge": [-0.19, -0.41, -0.41, 0.27, -1.26, -0.69, -0.07, 0.22, 0.25, 0.34, 0.06, 0.34, 0.22, 0.43, 0.31, 0.27, 0.26, -0.86, -0.32, -0.52, 0.47, -0.36, -0.81, 0.25, 0.37, 0.28, 0.55, -0.03, 0.47, 0.29, -0.20, -0.13, 0.14, 0.36, -0.37, -0.13, -1.24, 1.97, -1.74, -0.68, 0.31, -0.16, 0.35, 0.46, 0.45, -0.78, 0.33, 0.44, 0.23, 0.28, 0.32, -0.94, 0.12, -0.73, 0.48, -1.54, -0.27, 0.30, 0.23, 0.43, 0.20, 0.37, 0.36, 0.33, 0.36, 0.42, 0.02, -0.10, -0.74, -0.29, -0.59, -0.10, -0.17, -0.31, 0.20, -0.45, -0.34, 0.30, 0.24, 0.29, 0.25, 0.37, 0.42, -0.18, 0.06, -0.32, 0.51, 0.29, -0.04, 0.31, 0.32, -0.12, -0.64, -0.13, 0.11, -0.55, -0.05, -0.99, -0.52, -0.21, -0.85, 0.11, 0.17, 0.35, 0.43, -0.40, 0.12, 0.50, -0.06, 0.41, 0.38, 0.40, 0.39, 0.35, 0.22, 0.32, -0.69, -0.17, -0.52, -0.99, -0.21, -0.28, -0.57, -0.50, -0.18, -0.07, 0.52, 0.35, 0.34, 0.49, 0.44, 0.34, 0.06, 0.21, 0.46, 0.40, 0.20, 0.33, 0.10, -0.01, -1.09, 0.05, 0.45, -1.63, 0.45, -0.93, -0.39, -0.34, -0.55, 0.38, 0.37, 0.27, -0.68, 0.33, 0.55, 0.55, 0.17, 0.35, 0.48, 0.07, 0.55, 0.26, 0.06, 0.33, -0.65, 0.51, 0.24, -0.23, 0.26, 0.22, -0.49, 0.46, -0.23]
}